[1]
Molecular formula: C4H8F2S
Method: DFT, ωB97M-V/def2-TZVPD

Its HOMO energy is -8.91 eV. Its molar mass is 126.171 g mol⁻¹. As for the largest force on an atom: 4.1 eV/A. Its energy above the lowest of the compared OMol25 structures with the same formula, charge and spin is 1.317 eV.

```
15
Properties=species:S:1:pos:R:3:forces:R:3:mulliken_charge:R:1
C -1.213 -1.157 0.317 -1.3783 -0.2907 2.9604 -0.72
C -1.381 -0.362 -0.899 -1.9902 1.3684 -1.3389 -0.34
C -0.135 -0.085 -1.647 4.0578 0.5795 0.2854 -0.58
C 0.792 0.833 -0.759 -0.3397 -1.6783 1.7591 0.19
H 0.499 -0.070 1.654 0.8399 0.1705 0.4544 0.17
H -2.153 -1.595 0.745 0.6169 0.1350 -1.1020 0.30
H -0.496 -1.908 0.231 1.0187 -1.5763 -0.3621 0.41
H -1.945 -0.856 -1.724 -0.5108 -0.0114 1.1505 0.27
H -1.910 0.561 -0.558 0.1771 -0.4048 -0.8163 0.30
H 0.443 -1.119 -1.633 -0.9205 2.1168 -1.0329 0.26
H -0.268 0.474 -2.639 0.1591 -1.3171 1.2459 0.33
H 0.208 1.574 -0.209 0.0488 0.2887 -0.2933 0.28
F 1.317 0.003 0.310 0.7098 0.3222 -2.2991 -0.36
F 1.925 1.356 -1.214 -0.0455 0.4086 -1.4056 -0.27
S -0.746 -0.291 1.887 -2.4431 -0.1112 0.7944 -0.23
```
Forces are in eV/Å.

[2]
Molecular formula: C4H7NOS
Method: DFT, ωB97M-V/def2-TZVPD

Its HOMO energy is -8.52 eV. Its molar mass is 117.173 g mol⁻¹. As for the largest force on an atom: 2.5 eV/A. Its energy above the lowest of the compared OMol25 structures with the same formula, charge and spin is 2.808 eV.

```
14
Properties=species:S:1:pos:R:3:forces:R:3:mulliken_charge:R:1
C -1.169 0.280 -0.408 -1.8941 0.6674 -1.4659 0.13
C 0.098 0.984 -0.117 -0.0591 1.3515 -0.3624 -0.42
C 1.175 0.221 -0.792 -0.4218 0.2302 -1.4389 -0.13
C 1.987 -0.617 -0.223 1.1777 -0.8211 1.6710 -0.70
H -1.252 -0.268 2.379 0.2206 -0.7012 -0.7209 0.35
H -2.312 -1.194 0.218 -0.4966 -0.0599 0.0788 0.27
H 0.244 1.115 0.944 0.2296 -0.1793 0.2844 0.35
H 0.069 1.995 -0.580 -0.2203 -0.6078 0.2855 0.23
H 1.164 0.317 -1.888 0.1531 0.0627 0.4839 0.29
H 2.015 -0.824 0.853 -0.3120 0.3209 -0.2815 0.20
H 2.765 -1.132 -0.741 0.2218 -0.3002 -0.6466 0.28
N -1.757 -0.432 0.569 0.0528 -0.2491 -0.4359 -0.12
O -0.983 -0.838 1.620 0.4412 0.2794 1.9731 -0.41
S -2.045 0.394 -1.834 0.9070 0.0066 0.5754 -0.32
```
Forces are in eV/Å.

[3]
Molecular formula: C5H13N2O4S2
Method: DFT, ωB97M-V/def2-TZVPD

Its HOMO energy is -14.71 eV. Its molar mass is 229.303 g mol⁻¹. As for the largest force on an atom: 4.5 eV/A. The total charge is +1. Its energy above the lowest of the compared OMol25 structures with the same formula, charge and spin is 0.014 eV.

```
26
Properties=species:S:1:pos:R:3:forces:R:3:mulliken_charge:R:1
C -0.683 -0.164 -1.277 2.5931 -1.1007 3.4517 0.61
C -2.141 1.264 -2.517 -0.2480 0.0338 -0.4013 -1.15
C -0.964 -0.178 2.945 0.4035 0.1604 -0.6169 -1.05
C 3.279 -0.394 0.956 -0.4706 0.1812 -0.2792 -1.04
C 0.405 -0.563 0.424 -2.1672 1.6508 -2.7285 -0.97
N -0.320 -1.010 -2.193 -0.0262 -0.2216 -0.6818 -0.27
N -1.517 0.804 -1.284 -0.1608 0.2865 0.0959 -0.11
O 1.213 1.144 2.195 0.2356 0.0611 0.4273 -0.62
O -0.913 1.652 1.070 -0.0401 0.0282 0.2457 -0.74
O 1.924 1.041 -0.892 0.2967 0.4904 0.3178 -0.59
O 2.158 -1.369 -1.245 0.3492 -0.2355 0.5196 -0.75
S -0.028 0.685 1.671 -0.7413 -0.2464 0.4829 1.30
S 2.030 -0.260 -0.318 0.1191 -0.4726 -0.5123 1.34
H -2.776 0.484 -2.940 -0.0281 0.0453 0.0539 0.38
H -1.379 1.542 -3.248 0.0150 0.0197 0.0616 0.38
H -2.752 2.134 -2.296 0.0201 -0.0559 0.0161 0.36
H -1.902 -0.511 2.520 -0.1406 -0.0804 -0.1051 0.36
H -0.380 -1.003 3.332 0.1488 -0.1431 0.0334 0.38
H -1.152 0.542 3.736 0.0752 0.2126 -0.0275 0.40
H 3.168 -1.361 1.429 -0.0260 -0.1993 0.0593 0.36
H 4.242 -0.327 0.463 0.0601 -0.0196 -0.2907 0.42
H 3.141 0.420 1.657 0.0488 -0.0084 -0.0448 0.43
H 0.172 -1.591 0.659 0.0258 -0.2268 0.1600 0.67
H 0.583 -1.494 -2.059 -0.3742 0.1346 -0.0422 0.29
H -0.676 -0.946 -3.141 -0.0505 0.0479 0.1194 0.26
H -1.561 1.377 -0.420 0.0826 -0.3423 -0.3144 0.35
```
Forces are in eV/Å.

[4]
Molecular formula: CHClNO2S
Method: DFT, ωB97M-V/def2-TZVPD

Its HOMO energy is -3.32 eV. Its molar mass is 126.544 g mol⁻¹. As for the largest force on an atom: 3.9 eV/A. The total charge is -1. Its energy above the lowest of the compared OMol25 structures with the same formula, charge and spin is 2.536 eV.

```
7
Properties=species:S:1:pos:R:3:forces:R:3:mulliken_charge:R:1
C 0.501 -0.623 2.692 -0.2428 0.2529 0.3811 0.59
N 1.718 -1.059 -0.795 1.2247 -2.8167 -1.4936 -0.27
O 1.417 -0.618 3.391 1.1384 0.1679 1.3828 -0.39
O -0.542 -0.508 2.217 -1.2815 0.0677 -0.7670 -0.35
S 1.099 0.282 -1.158 -2.4701 3.0294 -0.3625 -0.29
Cl 1.834 -1.736 0.933 -0.0225 -0.2091 0.1532 -0.29
H -0.460 0.313 -1.617 1.6538 -0.4921 0.7060 -0.01
```
Forces are in eV/Å.

[5]
Molecular formula: C2H5NO3S
Method: DFT, ωB97M-V/def2-TZVPD

Its HOMO energy is -10.69 eV. Its molar mass is 123.133 g mol⁻¹. As for the largest force on an atom: 3.8 eV/A. Its energy above the lowest of the compared OMol25 structures with the same formula, charge and spin is 2.727 eV.

```
12
Properties=species:S:1:pos:R:3:forces:R:3:mulliken_charge:R:1
C -0.344 -1.460 -1.247 1.1008 -0.3463 1.4455 0.16
C 0.075 1.973 0.456 -1.7444 -3.3059 -0.5186 -0.78
N -0.242 -2.539 -0.632 0.0404 -0.2641 -0.3314 -0.57
O -0.712 -0.385 1.525 -1.9762 -0.0822 0.7434 -0.53
O -0.021 -0.170 -0.846 -0.0020 1.0066 1.0045 -0.25
O 1.611 -0.210 0.975 0.6760 0.1161 -0.1217 -0.56
S 0.271 0.188 0.704 3.1458 0.3852 0.1949 0.89
H -0.566 -1.214 -2.256 -0.7837 -1.2247 -1.1129 0.36
H 0.738 2.280 -0.302 0.8773 0.5011 -0.6335 0.32
H -0.848 1.605 0.003 -0.8812 2.0882 -0.5035 0.31
H -0.110 2.595 1.292 0.1643 0.2036 0.9183 0.35
H 0.148 -2.663 0.327 -0.6173 0.9226 -1.0851 0.31
```
Forces are in eV/Å.

[6]
Molecular formula: C3H4ClFO
Method: DFT, ωB97M-V/def2-TZVPD

Its HOMO energy is -10.18 eV. Its molar mass is 110.515 g mol⁻¹. As for the largest force on an atom: 6.1 eV/A. Its energy above the lowest of the compared OMol25 structures with the same formula, charge and spin is 4.982 eV.

```
10
Properties=species:S:1:pos:R:3:forces:R:3:mulliken_charge:R:1
C 0.397 -0.164 -0.239 1.3500 0.4758 -4.2124 0.12
C 0.036 0.565 1.108 -0.7243 -1.7347 -2.3006 -0.52
C -1.032 0.229 -0.105 1.0613 -0.6270 0.7372 0.28
H 2.313 -1.366 -1.030 -5.7050 -0.1400 2.2581 0.37
H 0.552 0.535 -1.283 0.7995 -1.6538 3.4772 0.22
H 0.428 1.603 1.230 -0.6664 -1.1039 0.2078 0.27
H -0.051 -0.198 1.947 0.0711 1.4463 -1.0011 0.25
O 0.995 -1.504 -0.537 3.6144 2.3410 -0.5672 -0.58
F -1.213 1.263 -1.024 -1.3071 -0.5719 1.1711 -0.24
Cl -2.424 -0.963 -0.067 1.5066 1.5682 0.2299 -0.17
```
Forces are in eV/Å.

[7]
Molecular formula: CH6NOS
Method: DFT, ωB97M-V/def2-TZVPD

Its HOMO energy is -13.93 eV. Its molar mass is 80.132 g mol⁻¹. As for the largest force on an atom: 4.7 eV/A. The total charge is +1. Its energy above the lowest of the compared OMol25 structures with the same formula, charge and spin is 1.430 eV.

```
10
Properties=species:S:1:pos:R:3:forces:R:3:mulliken_charge:R:1
C -0.592 -0.086 -0.545 2.2362 1.2183 0.5497 -0.43
N -0.041 -0.650 0.993 1.2619 4.4578 -0.7726 -0.44
O 1.220 1.304 -1.727 0.5268 1.8292 -0.6286 -0.49
S 0.592 -0.208 -1.823 0.1440 -0.1184 -0.5962 0.22
H -0.769 0.989 -0.664 -0.1419 -0.0389 1.5362 0.29
H -1.480 -0.603 -0.617 -1.7023 -1.3895 -0.3819 0.40
H -0.104 -1.607 0.970 -0.7619 -3.0467 0.1839 0.33
H -0.469 -0.206 1.817 -0.5328 -0.4913 -0.4583 0.35
H 0.970 -0.472 1.170 -0.5126 0.1594 -0.7609 0.37
H 1.161 2.037 -2.455 -0.5175 -2.5799 1.3287 0.39
```
Forces are in eV/Å.

[8]
Molecular formula: C9H12ClN
Method: DFT, ωB97M-V/def2-TZVPD

Its HOMO energy is -9.81 eV. Its molar mass is 169.655 g mol⁻¹. As for the largest force on an atom: 0.4 eV/A. Its energy above the lowest of the compared OMol25 structures with the same formula, charge and spin is 0.161 eV.

```
23
Properties=species:S:1:pos:R:3:forces:R:3:mulliken_charge:R:1
C 3.217 -0.374 -0.145 0.1032 0.0048 0.0285 -0.38
C 2.495 0.129 -1.212 0.0568 0.0366 -0.0759 -0.60
C 2.556 -0.851 0.974 -0.0021 -0.0207 0.0566 -0.58
C 1.112 0.153 -1.169 -0.0960 -0.0617 0.0888 -0.03
C 1.173 -0.838 1.020 -0.1202 0.0449 -0.0840 -0.20
C 0.442 -0.337 -0.053 0.2630 0.3281 0.0177 -0.24
C -1.591 -1.761 -0.322 -0.1130 -0.1019 0.0600 -1.43
C -1.389 1.890 0.485 0.2555 0.3358 0.0526 -1.02
C -1.044 -0.398 -0.033 0.0024 -0.3838 0.0003 0.87
N -1.838 0.560 0.185 -0.2264 -0.2632 -0.0491 -0.53
Cl -4.692 -0.237 -0.138 -0.2738 0.0713 -0.0224 -0.41
H 4.296 -0.395 -0.182 0.0745 0.0060 -0.0143 0.38
H 3.010 0.502 -2.085 0.0419 0.0372 -0.0790 0.39
H 3.114 -1.242 1.812 0.0589 -0.0168 0.0561 0.38
H 0.544 0.539 -2.003 -0.0419 0.0465 -0.0897 0.44
H 0.654 -1.212 1.890 -0.0437 -0.0665 0.0875 0.44
H -0.953 -2.524 0.121 -0.0081 -0.0290 0.0042 0.39
H -1.585 -1.916 -1.401 0.0167 -0.0791 -0.0942 0.29
H -2.609 -1.858 0.039 -0.0388 -0.0848 -0.0400 0.36
H -1.639 2.109 1.524 -0.0070 0.0720 -0.0175 0.32
H -0.313 2.035 0.340 -0.1314 0.0183 0.0216 0.35
H -1.944 2.587 -0.143 0.0546 0.0730 0.0309 0.32
H -3.421 0.211 0.025 0.1749 0.0331 0.0613 0.48
```
Forces are in eV/Å.